[1]
Computed, not measured: a structure of composition C3H5N5 at a distorted geometry, with ωB97M-V/def2-TZVPD.

ORCA input file:
```
! RIJCOSX wB97M-V def2-TZVPD def2/J DEFGRID3
* xyz 0 1
C 0.09 1.44 -0.33
C -0.09 -0.04 -0.30
C -0.97 -2.38 0.28
H 1.17 1.41 1.37
H 2.24 1.95 -0.25
H -0.90 1.84 0.34
H 0.20 2.02 -1.38
H -1.22 -3.34 0.52
N 1.10 1.96 0.43
N -1.18 -0.38 -0.81
N -1.66 -1.61 -0.71
N 0.34 -2.09 0.59
N 0.87 -0.78 0.25
*
```

Computed properties:
- HOMO (eV) = -9.3
- gap between HOMO and LUMO (eV) = 8.0


[2]
Computed, not measured: a cluster of 10 separate species, C16H52N2O10 in total at a distorted geometry, with ωB97M-V/def2-TZVPD.

ORCA input file:
```
! RIJCOSX wB97M-V def2-TZVPD def2/J DEFGRID3
* xyz 0 1
N 0.61 -1.07 1.02
C 0.55 -0.05 0.22
N -0.19 0.93 0.69
O 1.30 0.05 -0.94
H 1.07 -1.87 0.57
H 0.02 -1.32 1.81
H -0.22 1.82 0.18
H -0.44 0.98 1.66
C 2.14 2.39 -3.09
C 1.53 1.28 -3.90
O 0.83 1.74 -5.04
H 2.77 3.07 -3.64
H 2.71 1.97 -2.26
H 1.47 2.96 -2.49
H 0.95 0.53 -3.43
H 2.38 0.80 -4.40
H 0.55 0.98 -5.54
C 1.79 -4.57 1.31
C 0.34 -4.59 0.97
O 0.16 -3.93 -0.24
H 2.05 -5.20 2.23
H 2.15 -3.58 1.60
H 2.44 -4.80 0.48
H -0.20 -4.11 1.77
H -0.03 -5.62 0.99
H 0.35 -4.64 -0.84
C 2.24 -3.17 -2.15
C 2.66 -2.69 -3.54
O 2.04 -3.58 -4.43
H 2.50 -4.19 -1.93
H 1.18 -3.04 -2.19
H 2.59 -2.67 -1.31
H 3.73 -2.67 -3.63
H 2.40 -1.68 -3.69
H 2.27 -3.35 -5.31
C -1.89 1.17 -2.28
C -2.24 1.99 -3.56
O -1.34 3.06 -3.74
H -2.40 0.20 -2.30
H -2.17 1.66 -1.34
H -0.81 0.92 -2.20
H -3.28 2.28 -3.59
H -2.11 1.40 -4.47
H -0.49 2.66 -4.01
C -0.04 -3.03 4.71
C -1.09 -2.05 4.55
O -1.06 -1.66 3.17
H 0.94 -2.54 4.43
H -0.13 -3.87 4.04
H 0.01 -3.20 5.78
H -0.82 -1.25 5.24
H -2.08 -2.39 4.85
H -1.76 -1.04 3.16
C 1.60 3.64 0.52
C 0.41 4.31 -0.14
O -0.63 3.34 -0.38
H 1.24 3.19 1.47
H 2.30 4.49 0.75
H 2.17 2.98 -0.17
H 0.68 4.76 -1.04
H 0.12 5.18 0.37
H -1.22 3.58 -1.09
C -2.65 3.78 1.94
O -3.30 2.57 1.83
H -2.88 4.30 2.85
H -2.96 4.53 1.22
H -1.58 3.62 1.87
H -3.06 2.25 0.98
C -2.91 -1.34 0.30
O -2.62 0.00 0.58
H -2.27 -1.95 0.88
H -2.59 -1.58 -0.70
H -3.95 -1.54 0.42
H -1.66 0.23 0.49
C 0.31 1.36 3.86
O -0.97 1.16 3.28
H 1.06 0.82 3.26
H 0.44 1.06 4.94
H 0.68 2.43 3.86
H -1.70 1.35 3.90
*
```

Computed properties:
- HOMO (eV) = -8.9
- SMILES = NC(N)=O.CCO.CCO.CCO.CCO.CCO.CCO.CO.CO.CO
- gap between HOMO and LUMO (eV) = 9.3


[3]
Computed, not measured: a structure of composition C42H80AlCl2F5N3O7 at a distorted geometry, with ωB97M-V/def2-TZVPD.

ORCA input file:
```
! RIJCOSX wB97M-V def2-TZVPD def2/J DEFGRID3
* xyz 1 1
C 5.08 -2.35 5.03
C 4.86 -3.25 3.76
C 4.84 -2.38 2.46
C 3.34 -2.08 2.14
C 3.16 -0.96 1.06
C 1.71 -0.37 1.23
C 1.72 1.15 1.59
C 2.41 1.44 2.97
C 1.40 2.01 4.02
C 0.23 1.01 4.18
C -0.87 1.46 5.21
C -1.02 0.47 6.42
C -2.26 -0.45 6.26
C -2.34 -1.12 4.85
C -3.64 -0.74 4.03
C -4.00 -1.98 3.20
N -5.18 -2.57 3.51
C -5.63 -3.68 2.89
O -6.82 -4.21 3.20
C -7.03 -4.35 4.63
C -5.83 -4.94 5.43
C -4.88 -4.31 1.90
C -3.65 -3.70 1.56
C -2.87 -4.45 0.46
O -3.07 -4.17 -0.68
O -2.01 -5.48 0.79
C -0.63 -5.13 0.63
C 0.22 -5.80 1.73
O -0.16 -5.22 2.99
C 0.45 -5.84 4.06
O 0.38 -7.03 4.18
C 1.19 -5.03 5.14
C 0.91 -3.50 5.11
C -3.18 -2.50 2.18
C -1.87 -1.85 1.77
F -1.79 -0.53 2.00
F -0.85 -2.49 2.42
F -1.60 -2.01 0.46
H 5.50 -2.92 5.88
H 4.09 -1.94 5.31
H 5.71 -1.49 4.79
H 3.90 -3.78 3.89
H 5.66 -4.01 3.74
H 5.27 -2.97 1.63
H 5.38 -1.44 2.63
H 2.86 -1.77 3.09
H 2.92 -3.03 1.76
H 3.29 -1.37 0.05
H 3.85 -0.12 1.25
H 1.15 -0.93 2.01
H 1.19 -0.53 0.27
H 2.25 1.67 0.75
H 0.67 1.49 1.54
H 3.20 2.18 2.80
H 2.84 0.49 3.32
H 1.06 3.02 3.75
H 1.97 2.04 4.98
H -0.27 0.82 3.22
H 0.65 0.05 4.56
H -1.83 1.53 4.67
H -0.65 2.46 5.61
H -0.09 -0.08 6.65
H -1.22 1.11 7.30
H -3.22 0.07 6.48
H -2.19 -1.25 7.02
H -2.36 -2.22 5.02
H -1.42 -0.93 4.28
H -4.44 -0.56 4.77
H -3.43 0.12 3.38
H -5.76 -2.15 4.23
H -7.31 -3.34 5.01
H -7.93 -4.97 4.79
H -6.25 -5.69 6.12
H -5.10 -5.48 4.81
H -5.40 -4.15 6.07
H -5.25 -5.21 1.40
H -0.26 -5.42 -0.37
H -0.42 -4.05 0.72
H 0.06 -6.89 1.68
H 1.27 -5.50 1.55
H 0.82 -5.42 6.10
H 2.28 -5.23 5.10
H -0.16 -3.31 5.31
H 1.27 -3.05 4.17
H 1.48 -3.04 5.94
C 1.56 4.24 -2.41
C 2.97 4.46 -1.85
C 4.05 4.53 -2.94
O 4.42 3.26 -3.47
C 3.55 2.78 -4.48
N 3.25 3.42 -0.86
H 1.39 3.21 -2.72
H 0.82 4.47 -1.64
H 1.37 4.90 -3.26
H 2.97 5.43 -1.34
H 4.97 4.92 -2.48
H 3.78 5.22 -3.74
H 3.15 3.58 -5.10
H 2.74 2.20 -4.04
H 4.13 2.10 -5.12
H 4.14 3.62 -0.42
H 3.42 2.56 -1.37
C -6.84 -6.02 -0.98
O -5.80 -6.41 -1.86
H -7.77 -6.36 -1.37
H -6.67 -6.45 0.00
H -6.87 -4.92 -0.89
H -4.96 -6.09 -1.51
Cl -7.73 -8.35 -0.71
C 0.48 5.40 -6.34
C 1.81 6.14 -6.36
C 1.91 7.38 -7.24
N 1.56 7.23 -8.71
C 0.09 7.43 -8.92
C 2.30 8.30 -9.50
C 3.66 7.71 -9.78
C 3.36 6.23 -10.06
C 2.04 5.93 -9.35
H 0.25 4.93 -7.30
H 0.51 4.60 -5.60
H -0.34 6.08 -6.07
H 2.61 5.44 -6.61
H 2.03 6.45 -5.34
H 2.94 7.74 -7.19
H 1.28 8.17 -6.85
H -0.18 8.42 -8.56
H -0.46 6.66 -8.38
H -0.13 7.36 -9.98
H 1.75 8.47 -10.43
H 2.32 9.22 -8.92
H 4.32 7.81 -8.91
H 4.16 8.19 -10.62
H 4.17 5.59 -9.70
H 3.26 6.05 -11.13
H 2.13 5.15 -8.61
H 1.29 5.62 -10.08
F -6.39 -4.50 -3.05
Al -4.73 -8.26 -2.44
Cl -4.45 -4.29 -2.75
F -5.90 -2.87 -4.46
*
```

Computed properties:
- HOMO (eV) = -7.3
- gap between HOMO and LUMO (eV) = 4.0